This record from the OMol25 dataset describes a molecular structure, C3H9AsClO6ReSTe4 at a distorted geometry. The level of theory is wB97M-V/def2-TZVPD.

## Properties
Frontier orbital gap (spin up / spin down) (eV): 6.3 / 5.7
2S+1: 2
Energy (eV): -131024.167
<S²>: 0.795
Total charge: +1
ΔE to the lowest compared entry with this formula, charge and spin (kJ/mol): 97.1

The geometry in XYZ format:
```
26
Properties=species:S:1:pos:R:3:mulliken_spin:R:1
Re -0.35 0.12 -0.15 1.137
Te 0.09 -4.02 -0.74 -0.011
Te -2.00 -3.51 0.93 0.055
Te 0.36 -2.18 1.26 -0.033
Te -2.49 -0.62 -1.18 -0.138
As 1.56 1.45 -2.82 0.000
Cl 0.23 1.50 2.25 0.002
S 1.36 -0.39 -1.66 0.007
O -1.02 1.62 -1.21 -0.045
O -0.10 2.79 2.68 -0.001
O 1.02 1.53 0.99 0.007
O -1.02 0.77 1.75 -0.010
O 0.86 0.69 3.22 0.002
O -2.23 1.26 -1.88 0.025
C 0.18 1.61 -4.14 0.001
C 3.23 1.25 -3.73 0.000
C 1.68 3.04 -1.75 0.001
H 2.43 2.88 -0.97 0.000
H -0.78 1.69 -3.64 0.001
H 0.39 2.50 -4.74 0.000
H 1.98 3.86 -2.40 0.000
H 3.39 2.11 -4.38 0.000
H 4.03 1.18 -3.00 0.000
H 3.20 0.34 -4.33 0.000
H 0.21 0.73 -4.77 0.000
H 0.71 3.24 -1.30 0.000
```

***

This record from the OMol25 dataset describes 2 unconnected molecules or ions with the total composition C3H9BO at a distorted geometry. The level of theory is wB97M-V/def2-TZVPD.

## Properties
Frontier orbital gap (eV): 8.7
Energy (eV): -5978.148
ΔE to the lowest compared entry with this formula, charge and spin (kJ/mol): 339.7

The geometry in XYZ format:
```
14
Properties=species:S:1:pos:R:3:lowdin_charge:R:1
O 0.19 -1.17 -0.82 0.134
C 1.02 0.98 1.00 -0.123
C -1.70 0.05 -2.02 -0.029
C 1.05 -0.15 2.08 -0.199
B -0.31 0.02 -0.73 -0.115
H -0.16 -1.57 -1.55 0.035
H 0.46 1.93 1.17 0.032
H -1.44 -0.60 -2.80 0.000
H 1.58 0.22 3.02 0.073
H -1.91 0.99 -2.48 0.010
H -2.46 -0.27 -1.33 0.021
H 1.61 -0.95 1.56 0.058
H 0.04 -0.52 2.36 0.064
H 2.03 1.06 0.54 0.039
```

***

This record from the OMol25 dataset describes 2 unconnected molecules or ions with the total composition C3H9BrN2 at a distorted geometry. The level of theory is wB97M-V/def2-TZVPD.

## Properties
Frontier orbital gap (spin up / spin down) (eV): 6.0 / 7.4
2S+1: 3
Energy (eV): -76273.340
<S²>: 2.007
ΔE to the lowest compared entry with this formula, charge and spin (kJ/mol): 88.1

The geometry in XYZ format:
```
15
Properties=species:S:1:pos:R:3:mulliken_spin:R:1
Br -1.07 1.96 3.58 0.038
N -1.80 -0.39 1.34 0.306
N -1.10 -0.43 0.14 0.693
C 1.57 0.73 -1.63 0.177
C 0.08 -0.80 -0.07 0.748
C 0.68 -0.64 -1.41 0.036
H 1.51 -1.29 -1.44 0.026
H 1.93 0.72 -2.58 -0.013
H 2.34 0.81 -0.90 -0.036
H -1.40 0.98 2.54 -0.002
H 0.61 -1.32 0.64 0.028
H 0.93 1.55 -1.41 -0.007
H -0.02 -0.69 -2.12 0.010
H -2.78 -0.19 1.17 -0.013
H -1.49 -1.00 2.15 0.008
```

***

This record from the OMol25 dataset describes 2 unconnected molecules or ions with the total composition C3H9BrO2Si at a distorted geometry. The level of theory is wB97M-V/def2-TZVPD.

## Properties
Frontier orbital gap (spin up / spin down) (eV): 7.7 / 8.4
Energy (eV): -85270.606
ΔE to the lowest compared entry with this formula, charge and spin (kJ/mol): 348.7

The geometry in XYZ format:
```
16
Properties=species:S:1:pos:R:3:lowdin_charge:R:1
Br -1.00 2.08 0.40 0.329
Si 0.37 0.28 -0.02 0.258
O 1.83 0.84 -0.12 -0.293
O 0.04 -0.70 1.28 -0.314
C 2.42 1.44 -1.19 -0.168
C -0.34 -0.24 2.49 -0.247
C -2.53 -2.14 -1.86 0.043
H -0.22 -1.02 3.18 0.078
H 3.04 0.72 -1.65 0.079
H -2.57 -2.62 -0.81 0.015
H 0.37 0.48 2.81 0.070
H -3.35 -1.48 -2.18 -0.015
H -1.48 -1.96 -2.15 -0.044
H 1.66 1.87 -1.82 0.075
H 3.07 2.21 -0.84 0.086
H -1.31 0.22 2.48 0.049
```

***

This record from the OMol25 dataset describes 2 unconnected molecules or ions with the total composition C3H9Cl2N2P at a distorted geometry. The level of theory is wB97M-V/def2-TZVPD.

## Properties
Frontier orbital gap (eV): 7.8
Energy (eV): -40568.253

The geometry in XYZ format:
```
17
Properties=species:S:1:pos:R:3:lowdin_charge:R:1
Cl -2.80 1.89 -0.45 0.101
Cl -3.28 -1.14 -1.03 0.064
P -3.38 0.22 0.47 0.001
N 0.75 0.52 0.03 -0.300
N 1.08 0.03 1.18 -0.050
C 1.11 -1.40 1.26 -0.163
C 0.55 1.86 -0.23 -0.034
C 0.87 -0.21 -1.22 -0.057
H -2.18 0.04 1.30 -0.119
H 0.43 -1.84 0.55 0.061
H -0.08 -0.69 -1.58 0.091
H 0.98 -1.65 2.32 0.073
H 2.14 -1.74 1.18 0.069
H 1.57 -1.01 -1.15 0.069
H 0.48 2.47 0.66 0.055
H 0.56 2.27 -1.21 0.040
H 1.21 0.42 -2.07 0.098
```

***

This record from the OMol25 dataset describes 2 unconnected molecules or ions with the total composition C3H9ClOP2 at a distorted geometry. The level of theory is wB97M-V/def2-TZVPD.

## Properties
SMILES: CP(C)#[PH2].O=CCl
Frontier orbital gap (eV): 9.8
Energy (eV): -36402.831
ΔE to the lowest compared entry with this formula, charge and spin (kJ/mol): 41.5

The geometry in XYZ format:
```
16
Properties=species:S:1:pos:R:3:lowdin_charge:R:1
Cl 1.10 -0.36 3.96 0.589
P 1.03 0.40 0.81 0.522
P -0.64 0.94 -0.48 0.569
O -1.34 -0.68 3.09 0.000
C -0.26 -1.12 3.23 -0.846
C 0.26 1.25 -2.22 -0.309
C -1.12 -0.75 -1.02 -0.406
H 0.91 2.07 -2.27 -0.002
H -0.21 -1.22 -1.44 0.027
H 0.63 0.36 -2.52 -0.035
H -1.93 -0.67 -1.85 0.081
H -0.53 1.64 -2.86 0.023
H -1.47 -1.23 -0.19 -0.038
H 1.95 -0.14 -0.18 -0.113
H 0.04 -2.15 2.94 0.085
H 1.61 1.66 1.01 -0.146
```

***

This record from the OMol25 dataset describes a molecular structure, C3H9CuOPSe. The level of theory is wB97M-V/def2-TZVPD.

## Properties
Frontier orbital gap (eV): 4.9
Energy (eV): -124581.707
Total charge: -1

The geometry in XYZ format:
```
16
Properties=species:S:1:pos:R:3:lowdin_charge:R:1
Se 1.18 3.74 0.89 -0.489
Cu -0.59 2.55 0.33 -0.301
P -0.43 0.03 -0.08 0.497
O -1.65 0.93 -0.18 -0.464
C 0.32 -0.21 1.53 -0.201
C -1.04 -1.63 -0.50 -0.196
C 0.91 0.28 -1.26 -0.201
H 0.95 -1.10 1.49 0.049
H -0.47 -0.35 2.26 0.057
H 0.47 0.44 -2.25 0.057
H 0.90 0.68 1.80 0.007
H -1.47 -1.62 -1.51 0.046
H 1.48 1.17 -0.97 0.005
H -1.83 -1.91 0.20 0.046
H -0.25 -2.38 -0.47 0.041
H 1.53 -0.62 -1.27 0.048
```

***

This record from the OMol25 dataset describes 2 unconnected molecules or ions with the total composition C3H9FN at a distorted geometry. The level of theory is wB97M-V/def2-TZVPD.

## Properties
Frontier orbital gap (spin up / spin down) (eV): 9.6 / 8.7
Energy (eV): -7453.054
Total charge: +1
ΔE to the lowest compared entry with this formula, charge and spin (kJ/mol): 353.4

The geometry in XYZ format:
```
14
Properties=species:S:1:pos:R:3:lowdin_charge:R:1
F 2.13 -0.65 -0.48 -0.036
N 0.10 -0.09 1.27 0.141
C -1.03 1.41 -0.49 -0.064
C -0.86 0.02 0.12 -0.112
C 1.11 -1.24 -1.11 0.023
H -0.01 1.61 -0.98 0.109
H 0.67 -2.16 -0.60 0.100
H 0.15 -0.99 1.74 0.165
H 0.08 0.48 2.13 0.177
H 1.02 0.29 1.07 0.137
H -1.29 2.08 0.40 0.112
H 1.33 -1.24 -2.14 0.069
H -1.86 1.17 -1.23 0.111
H -1.55 -0.69 0.28 0.068
```

***

This record from the OMol25 dataset describes 2 unconnected molecules or ions with the total composition C3H9FN2 at a distorted geometry. The level of theory is wB97M-V/def2-TZVPD.

## Properties
Frontier orbital gap (spin up / spin down) (eV): 9.5 / 8.9
2S+1: 3
Energy (eV): -8948.009
<S²>: 2.009
ΔE to the lowest compared entry with this formula, charge and spin (kJ/mol): 0.0

The geometry in XYZ format:
```
15
Properties=species:S:1:pos:R:3:mulliken_spin:R:1
F -0.17 2.10 1.38 0.065
N 0.95 0.78 -0.93 0.921
N -0.07 0.78 1.16 0.909
C -1.40 0.21 0.71 -0.023
C -1.29 -1.34 0.36 0.020
C 2.02 -0.07 -0.89 -0.030
H 2.75 0.27 -0.09 0.064
H -2.35 -1.83 0.33 -0.001
H 1.57 -1.15 -0.81 0.001
H 2.82 0.10 -1.74 0.099
H -1.62 0.72 -0.20 0.000
H -0.80 -1.75 1.20 -0.005
H -2.11 0.45 1.50 0.023
H -0.82 -1.30 -0.66 -0.003
H 1.22 1.81 -0.85 -0.041
```

***

This record from the OMol25 dataset describes a molecular structure, C3H9GaNO2S at a distorted geometry. The level of theory is wB97M-V/def2-TZVPD.

## Properties
Frontier orbital gap (eV): 6.8
Energy (eV): -72050.604
Total charge: -1

The geometry in XYZ format:
```
17
Properties=species:S:1:pos:R:3:lowdin_charge:R:1
Ga 1.56 -0.28 -2.79 -0.002
S 0.43 0.86 -4.51 0.098
O -1.62 0.48 4.49 0.038
O 0.07 0.57 3.15 0.065
N -1.07 0.28 3.43 -0.450
C -1.87 -0.39 2.36 0.050
C 0.90 0.21 0.08 -0.191
C 0.42 0.15 -1.17 -0.349
H 0.54 0.93 0.80 0.014
H 1.74 -0.42 0.39 0.032
H -2.73 0.23 2.16 0.099
H -2.18 -1.36 2.75 0.096
H 1.61 -1.84 -3.19 -0.139
H -1.23 -0.49 1.48 0.069
H 3.00 0.37 -2.58 -0.125
H 1.05 0.24 -5.52 -0.313
H -0.63 0.44 -1.30 0.008
```

***

This record from the OMol25 dataset describes a molecular structure, C3H9HfNO2 at a distorted geometry. The level of theory is wB97M-V/def2-TZVPD.

## Properties
Frontier orbital gap (eV): 7.4
Energy (eV): -10127.306
Total charge: +2
ΔE to the lowest compared entry with this formula, charge and spin (kJ/mol): 152.0

The geometry in XYZ format:
```
16
Properties=species:S:1:pos:R:3:lowdin_charge:R:1
Hf -0.80 0.21 -0.96 1.769
O 0.31 -2.29 1.99 0.241
O -0.51 -1.40 0.07 -0.164
N 0.36 1.04 0.69 -0.056
C 0.55 -0.18 -2.61 -0.243
C 0.02 -1.32 1.34 -0.478
C 0.23 0.10 1.86 -0.079
H -0.60 0.42 2.50 0.159
H -2.07 0.45 0.36 0.129
H 1.36 1.11 0.45 0.154
H 0.16 1.99 1.01 0.151
H -2.56 0.43 -0.34 0.126
H 1.16 0.16 2.45 0.168
H 0.44 0.62 -3.37 0.033
H 1.61 -0.21 -2.32 0.045
H 0.33 -1.13 -3.12 0.045
```

***

This record from the OMol25 dataset describes a molecular structure, C3H9I3N3O6V. The level of theory is wB97M-V/def2-TZVPD.

## Properties
Frontier orbital gap (spin up / spin down) (eV): 7.2 / 7.7
2S+1: 3
Energy (eV): -69996.223
<S²>: 2.059
ΔE to the lowest compared entry with this formula, charge and spin (kJ/mol): 0.0

The geometry in XYZ format:
```
25
Properties=species:S:1:pos:R:3:mulliken_spin:R:1
I 3.75 1.54 -1.14 -0.058
I 0.09 3.92 -0.92 -0.075
I 2.03 2.66 2.85 -0.056
V 1.56 2.05 0.29 2.200
O 1.63 -0.13 0.86 -0.006
O -2.48 0.63 -0.07 0.000
O 0.38 0.57 -1.47 -0.002
O 0.27 -1.67 1.49 0.005
O -0.70 1.13 1.04 0.001
O 0.08 -1.55 -1.73 0.000
N -0.14 -0.39 -2.00 -0.003
N 1.32 -1.29 1.04 -0.004
N -1.86 0.80 0.95 -0.003
C -2.55 0.48 2.23 0.000
C 2.30 -2.29 0.60 0.001
C -1.13 -0.10 -3.07 0.000
H -1.93 -0.82 -2.98 0.000
H -2.15 -0.48 2.53 0.000
H -1.49 0.92 -2.91 0.001
H 2.08 -2.46 -0.45 0.000
H -3.61 0.42 2.04 0.000
H -0.61 -0.18 -4.01 0.000
H -2.29 1.28 2.91 0.000
H 2.16 -3.19 1.19 0.000
H 3.29 -1.86 0.71 -0.001
```